# 1
Formula: C9H12O4
Source: the OMol25 dataset
Level of theory: ωB97M-V with the def2-TZVPD basis set

The HOMO energy (alpha / beta) comes out at -6.5465 / -9.9148 eV. Its relative energy (zero: lowest compared OMol25 entry of this formula, charge and spin) is 32.1 kcal per mole. Its gap between HOMO and LUMO (alpha / beta) is 7.026 / 7.599 eV. The electronic energy comes out at -650.9010 a.u. Its spin multiplicity is 3.

Each line ends with the Mulliken spin population.
Geometry (Å):
C -2.3373 -0.7888 1.1240  0.47
C -1.4405 -0.8547 0.1173  0.55
C -2.8199 -0.0550 2.0532  0.30
C -0.7666 0.4097 -0.4279  0.08
C 1.7118 -0.2030 0.1592  0.00
C 0.7183 0.2113 -0.9673  0.01
C -1.0610 -2.2122 -0.3747  0.09
C 1.6317 0.4805 1.4951  0.01
C 1.2245 1.4783 -1.5121  0.00
O -3.3793 0.3182 3.0227  0.38
O 2.4741 -1.0705 -0.1422  0.00
O -0.8728 1.4956 0.4633  0.00
O 0.6395 -0.8201 -1.8287  0.00
H -1.3220 0.6344 -1.3498  0.06
H -1.2792 -2.1767 -1.5338  0.03
H -1.7849 -2.9078 0.0636  -0.01
H -0.0798 -2.3405 -0.0663  0.02
H 2.1112 1.5716 1.5958  0.00
H 2.0769 -0.1079 2.2507  0.00
H 0.6588 0.6860 1.9382  0.00
H 1.2714 2.2603 -0.6547  0.00
H 0.5219 1.8337 -2.1931  0.00
H 2.2726 1.4989 -1.9272  0.00
H -1.6847 1.9310 0.4400  0.00
H 1.5156 -1.2725 -1.7453  0.00

Force components x, y, z for each atom (eV/Å):
0.7 1.4 -0.7
0.9 -0.2 -0.2
-1.2 -0.9 1.6
-0.5 -0.4 -0.5
-1.9 1.4 0.0
-0.8 0.1 3.4
-3.4 0.8 -2.5
0.8 2.7 1.0
2.2 2.7 1.8
0.0 0.7 0.0
1.3 -1.0 0.4
2.5 -0.8 0.4
1.0 -1.2 -2.0
0.1 0.2 -0.2
1.0 -0.6 2.2
0.5 -0.2 0.0
1.9 -1.1 -0.1
-0.7 -2.4 -0.8
1.1 -0.8 0.6
-0.5 -0.2 -0.9
-0.2 -1.2 -1.4
-0.9 0.8 -1.6
-1.2 -0.6 0.2
-2.1 0.9 -0.4
-0.7 0.1 -0.2

---

# 2
Formula: C63H147N21O21
Source: the OMol25 dataset
Level of theory: ωB97M-V with the def2-TZVPD basis set

The HOMO energy comes out at -8.5138 eV. Its relative energy (zero: lowest compared OMol25 entry of this formula, charge and spin) is 374.0 kcal per mole. Its gap between HOMO and LUMO is 8.096 eV. The electronic energy comes out at -5218.4171 a.u. Its spin multiplicity is 1.

Each line ends with the Mulliken charge.
Geometry (Å):
C 2.3192 3.1955 7.2532  0.16
O 1.4442 4.0683 7.0644  -0.64
N 2.0187 1.8854 7.2795  0.36
C 3.0507 0.9796 7.8451  -1.04
C 0.6220 1.4577 7.0751  -0.67
H 3.3827 3.4135 7.4363  0.29
H 3.3922 0.3992 6.9880  0.31
H 2.5671 0.2189 8.4581  0.29
H 3.9568 1.4126 8.2689  0.43
H 0.5058 0.8385 6.1856  0.25
H 0.1240 0.9536 7.9034  0.21
H -0.0452 2.3187 7.1158  0.08
C 5.0902 7.5673 3.8505  0.18
O 4.9361 8.3518 2.8955  -0.61
N 4.2092 6.5904 4.1882  0.18
C 4.5293 5.6397 5.2886  -0.93
C 2.8940 6.3045 3.5081  -0.67
H 6.0564 7.5002 4.3741  0.30
H 4.8641 4.6914 4.8683  0.28
H 3.6910 5.6548 5.9850  0.25
H 5.3855 5.9829 5.8693  0.43
H 2.0298 6.6817 4.0550  0.30
H 2.8855 6.7393 2.5086  0.22
H 2.7366 5.2474 3.2943  0.02
C 0.5264 1.5475 -0.5665  -0.14
O 0.5892 2.3477 -1.4939  -0.60
N -0.1025 0.3411 -0.5813  0.88
C -0.1714 -0.5692 0.5929  0.73
C -0.7294 -0.2347 -1.7882  -0.56
H 0.9529 1.6878 0.4388  0.31
H 0.4516 -0.2496 1.4283  -0.55
H 0.3080 -1.4834 0.2432  -0.51
H -1.2392 -0.6464 0.7980  0.22
H -0.0587 -1.0322 -2.1081  0.19
H -1.7080 -0.6065 -1.4847  -0.22
H -0.9013 0.5971 -2.4713  0.20
C 1.5079 -3.5599 -6.6556  0.09
O 0.3848 -3.2494 -6.3382  -0.58
N 1.9222 -3.8017 -7.9190  0.16
C 3.4108 -3.8498 -8.1954  -0.91
C 1.0985 -3.7605 -9.1096  -0.89
H 2.3046 -3.5946 -5.8965  0.29
H 3.9046 -4.0832 -7.2522  0.32
H 3.8646 -2.8820 -8.4087  0.28
H 3.7224 -4.5659 -8.9558  0.34
H 1.1112 -2.8171 -9.6554  0.25
H 1.3719 -4.5322 -9.8292  0.34
H 0.0690 -3.9181 -8.7880  0.31
C 3.5643 0.0467 1.3340  -0.33
O 3.0178 -1.0091 1.2409  -0.34
N 3.3279 0.8818 2.3275  0.89
C 4.1567 2.0617 2.4985  -0.93
C 2.3883 0.4999 3.4286  -0.31
H 4.3363 0.4607 0.6671  0.30
H 4.7723 2.5071 1.7170  0.14
H 4.8040 1.9113 3.3625  0.34
H 3.4329 2.8602 2.6613  0.28
H 1.9646 -0.5043 3.4161  -0.61
H 2.8662 0.3517 4.3969  0.72
H 1.5817 1.2299 3.4965  -0.27
C 3.6746 3.8291 -0.9841  0.80
O 4.0995 2.7025 -1.3085  -0.82
N 4.3880 4.8767 -0.4348  0.23
C 3.7560 6.1692 -0.1711  -0.22
C 5.7723 4.6592 -0.0022  -1.16
H 2.6406 4.1420 -1.1969  -0.04
H 3.8506 6.4636 0.8741  -0.24
H 2.7591 6.2892 -0.5953  0.16
H 4.3011 6.9528 -0.6974  0.35
H 5.9566 4.6293 1.0716  0.28
H 6.3279 3.8069 -0.3935  0.27
H 6.3221 5.4549 -0.5049  0.44
C 4.0360 -1.6781 -4.4307  0.12
O 4.2221 -1.8679 -5.6799  -0.68
N 3.5846 -0.5188 -4.0259  0.36
C 3.4755 -0.1678 -2.6526  -0.44
C 3.2607 0.6329 -4.8963  -0.71
H 4.2604 -2.3719 -3.6057  0.41
H 3.2889 -1.0328 -2.0162  0.16
H 2.5478 0.3822 -2.4944  -0.27
H 4.3842 0.3373 -2.3250  0.38
H 3.3508 0.4042 -5.9582  0.19
H 2.2176 0.8774 -4.6953  0.17
H 3.8257 1.5489 -4.7239  0.30
C 1.4603 6.2013 -3.4293  -0.04
O 0.4109 6.8071 -3.2458  -0.61
N 1.5194 4.9376 -3.7545  0.53
C 2.6933 4.3617 -4.4713  -0.47
C 0.3432 4.1165 -3.7980  -0.58
H 2.4342 6.6897 -3.5878  0.30
H 3.0706 3.5840 -3.8072  -0.04
H 3.5024 5.0804 -4.6015  0.32
H 2.4552 3.9122 -5.4354  0.15
H -0.3129 4.4956 -4.5815  0.57
H 0.5232 3.0485 -3.9212  0.04
H -0.1559 4.1142 -2.8290  -0.22
C -6.5629 -0.5470 -1.5829  -0.09
O -7.2433 -1.2616 -0.8289  -0.66
N -5.5720 0.2243 -1.1417  0.36
C -4.8739 1.1452 -2.0371  0.35
C -5.2801 0.4019 0.3281  -1.15
H -6.7585 -0.4070 -2.6573  0.49
H -3.8584 1.3471 -1.6962  -0.19
H -5.4643 2.0606 -1.9994  0.44
H -4.8247 0.7800 -3.0630  -0.62
H -4.2833 0.0761 0.6253  0.25
H -5.2941 1.4618 0.5821  0.49
H -6.1098 -0.0216 0.8942  0.35
C -0.0459 3.6947 3.9039  -0.28
O 0.7764 3.7616 2.9683  -0.47
N -1.2541 3.0959 3.9140  0.50
C -2.0315 3.0049 5.1614  -1.05
C -1.8576 2.4968 2.7149  -0.78
H 0.1178 4.1331 4.9005  0.48
H -2.8697 3.6623 4.9308  0.44
H -1.5630 3.3426 6.0859  0.42
H -2.3391 1.9892 5.4100  0.17
H -2.1143 1.4375 2.7266  0.26
H -2.8132 3.0071 2.5944  0.49
H -1.2519 2.5971 1.8142  -0.08
C 1.0157 2.3543 -7.2842  -0.08
O 1.9171 2.9990 -7.8543  -0.69
N 0.9727 0.9919 -7.3145  0.47
C -0.2075 0.3441 -6.7698  -0.94
C 1.7282 0.1543 -8.2008  -1.31
H 0.2010 2.8788 -6.7614  0.59
H -0.7494 0.8818 -5.9918  0.12
H 0.1816 -0.5579 -6.2975  0.35
H -0.8635 0.0878 -7.6017  0.32
H 1.2868 0.0706 -9.1939  0.44
H 2.7958 0.2982 -8.3669  0.36
H 1.8053 -0.8180 -7.7141  0.38
C 1.1309 -4.1817 -1.4218  -0.52
O 1.3194 -3.0150 -1.5217  -0.34
N 0.2071 -4.9779 -2.0263  0.68
C -0.7065 -4.4325 -2.9744  -0.49
C 0.3734 -6.4185 -2.0255  -0.99
H 1.8034 -4.7935 -0.8008  0.43
H -1.5686 -5.0811 -3.1306  0.34
H -0.2092 -4.2628 -3.9293  0.30
H -0.9790 -3.4635 -2.5561  -0.44
H -0.6168 -6.8553 -1.8954  0.25
H 0.7694 -6.6876 -3.0047  0.33
H 1.0778 -6.7203 -1.2503  0.37
C 0.3590 -5.8720 1.4840  0.02
O 1.4236 -6.4142 1.2601  -0.56
N 0.1268 -4.6918 2.1619  0.61
C -1.2654 -4.1888 2.4686  -0.51
C 1.2253 -3.8002 2.5195  -0.57
H -0.6203 -6.2369 1.1375  0.22
H -1.9679 -4.8724 1.9918  -0.03
H -1.3239 -3.1670 2.0939  0.00
H -1.4143 -4.3224 3.5401  0.51
H 1.0749 -3.2890 3.4703  -0.47
H 2.1486 -4.3700 2.6242  0.22
H 1.4180 -3.1368 1.6763  0.53
C -5.9012 -1.2890 -6.6118  -0.03
O -5.5539 -0.4594 -7.4289  -0.52
N -5.1290 -1.6419 -5.5428  0.50
C -3.8816 -0.9855 -5.2949  -0.44
C -5.5011 -2.8071 -4.7372  -0.86
H -6.7922 -1.9187 -6.7594  0.33
H -3.8197 -0.4958 -4.3231  -0.12
H -3.5266 -0.3325 -6.0922  -0.15
H -3.0342 -1.6702 -5.2590  0.46
H -4.6967 -3.5419 -4.7722  0.31
H -5.6898 -2.5932 -3.6852  0.06
H -6.3497 -3.4028 -5.0736  0.35
C -4.6635 -3.9637 3.2082  -0.14
O -4.6685 -3.2036 2.2517  -0.56
N -4.8873 -3.5765 4.4614  0.26
C -4.7106 -4.5822 5.5115  -1.08
C -5.2864 -2.2062 4.7513  -0.50
H -4.4127 -5.0340 3.1473  0.42
H -5.6017 -5.1960 5.3794  0.44
H -4.6622 -4.1179 6.4965  0.29
H -3.8767 -5.2825 5.4648  0.34
H -6.3436 -2.2947 5.0016  0.46
H -4.6960 -1.6662 5.4915  -0.08
H -5.3871 -1.5979 3.8525  0.14
C -3.5754 2.2892 -6.4126  -0.30
O -2.4733 2.7852 -6.5152  -0.63
N -4.5644 2.8636 -5.6447  0.19
C -5.8935 2.3174 -5.4075  -0.56
C -4.2969 4.1297 -4.9298  -0.90
H -3.9184 1.3814 -6.9326  0.83
H -5.9981 2.2671 -4.3237  0.22
H -5.9543 1.3256 -5.8556  0.01
H -6.6095 2.9947 -5.8729  0.34
H -5.1251 4.8379 -4.9579  0.37
H -4.1408 3.9376 -3.8683  0.15
H -3.4479 4.7038 -5.3010  0.35
C 5.1764 -3.0172 2.9717  0.16
O 5.9993 -2.5886 3.8443  -0.77
N 5.6601 -3.7995 2.0017  0.28
C 4.7874 -4.4675 1.1484  -0.90
C 7.0374 -4.2826 1.9395  -1.05
H 4.1182 -2.7276 2.8790  0.37
H 5.2272 -4.5793 0.1574  0.35
H 3.7632 -4.1605 0.9367  -0.03
H 4.7528 -5.4418 1.6359  0.57
H 7.2813 -4.7371 2.8997  0.34
H 7.1855 -5.1140 1.2504  0.42
H 7.7424 -3.4651 1.7886  0.30
C 3.7762 -4.5108 5.6343  0.03
O 3.7050 -5.7636 5.4909  -0.68
N 2.7671 -3.7487 6.0812  0.23
C 2.8544 -2.3368 6.3398  -0.79
C 1.4181 -4.3599 6.2954  -0.98
H 4.7299 -3.9683 5.5427  0.51
H 2.1376 -1.8099 5.7099  0.25
H 3.8101 -2.0689 5.8892  0.40
H 2.8196 -1.9611 7.3624  0.13
H 1.4514 -5.4153 6.0248  0.32
H 0.9212 -4.1261 7.2370  0.40
H 0.7750 -3.8607 5.5707  0.28
C -3.5514 -5.5412 -0.3301  -0.30
O -2.4370 -6.0762 -0.1942  -0.42
N -3.9664 -4.2572 -0.5418  0.82
C -5.2765 -3.8206 -0.8830  -0.68
C -2.9651 -3.2021 -0.7260  -0.63
H -4.4360 -6.1563 -0.1038  0.25
H -5.5410 -2.9808 -0.2404  0.36
H -6.0294 -4.6076 -0.8390  0.45
H -5.4152 -3.4860 -1.9110  -0.14
H -2.8611 -2.6778 -1.6759  0.36
H -3.3133 -2.4065 -0.0672  0.30
H -1.9881 -3.4272 -0.2984  -0.18
C -1.8581 6.3133 -0.6758  0.24
O -1.8218 7.5233 -0.7543  -0.64
N -2.9483 5.5157 -0.8286  0.15
C -2.7745 4.1337 -0.7174  0.47
C -4.2800 6.0338 -0.9615  -1.02
H -1.0030 5.6766 -0.4008  0.30
H -3.5254 3.6186 -1.3166  -0.39
H -2.9636 3.7782 0.2954  0.13
H -1.7587 3.7860 -0.9057  -0.25
H -4.1732 7.0884 -1.2158  0.37
H -4.7842 5.4509 -1.7322  0.20
H -4.6629 5.9295 0.0536  0.37
C -1.5615 -0.9781 5.5241  -0.03
O -0.6320 -1.4781 4.8913  -0.67
N -1.7281 -1.0345 6.8571  0.48
C -2.8920 -0.5050 7.5843  -1.17
C -0.7016 -1.6351 7.7296  -0.92
H -2.3874 -0.4469 5.0261  0.39
H -2.5864 0.4274 8.0590  0.31
H -3.1795 -1.1638 8.4037  0.42
H -3.7325 -0.1642 6.9798  0.37
H 0.1770 -2.0400 7.2274  -0.05
H -0.2879 -0.8082 8.3070  0.32
H -1.1754 -2.3070 8.4452  0.52

Force components x, y, z for each atom (eV/Å):
-2.6 1.6 -0.3
2.0 -1.0 0.1
0.3 -0.2 1.3
-0.9 -1.3 -2.0
-0.1 0.3 0.6
-0.2 0.1 -0.1
0.4 -0.2 0.0
0.1 0.4 0.6
-0.6 0.5 0.3
0.0 0.2 -0.1
1.0 -0.6 0.4
0.6 0.4 -1.0
-0.7 0.4 -2.7
0.1 -1.1 1.8
-0.7 -1.1 0.7
0.3 1.3 -0.6
1.1 0.6 -0.5
-0.2 0.1 0.4
-0.7 -0.4 0.2
-0.1 -0.7 -0.2
0.1 0.4 -0.1
0.2 0.1 0.2
0.1 0.5 0.4
0.3 -0.2 0.6
-0.5 -0.8 0.0
0.0 -0.5 0.6
0.0 0.2 0.2
0.7 0.7 -1.5
0.4 1.1 1.2
0.3 0.5 0.0
-0.3 0.4 0.0
-0.5 -0.4 0.2
0.1 -0.5 0.6
-0.3 -0.1 -0.6
-0.1 -0.3 -0.1
0.3 -0.3 -0.4
0.6 0.4 -0.2
-1.2 0.0 0.2
2.7 -0.2 -1.4
-0.6 0.2 1.4
-1.0 0.0 0.5
0.2 -0.2 -0.3
-0.1 -0.3 0.0
-0.5 0.3 -0.4
-0.5 -0.1 0.0
0.3 0.3 0.2
0.2 -0.2 0.3
-0.1 -0.1 -0.1
1.0 0.9 -0.1
-0.9 -2.4 -1.0
-0.3 0.3 1.3
-1.0 1.0 1.2
0.4 0.1 0.0
-0.1 -0.3 -0.4
-0.2 -1.2 -0.8
0.0 0.2 0.2
0.2 0.4 0.7
-0.1 0.0 -1.4
0.7 1.0 0.2
0.1 0.1 0.1
0.7 -0.3 -0.5
-0.4 2.0 1.0
-0.5 -2.3 0.0
1.0 0.5 -0.4
0.6 0.9 -1.0
-0.1 -0.2 0.0
-0.4 -0.3 0.0
-0.2 -0.7 0.4
0.4 0.0 -0.1
-0.4 0.5 0.1
-1.1 -0.6 -0.3
0.3 0.5 0.7
0.7 0.1 -4.1
-0.2 -0.8 2.9
-0.5 2.0 0.0
-0.4 -0.6 1.4
-0.5 -0.7 -0.6
-0.1 -0.2 -0.4
0.4 -0.4 -0.1
0.4 0.7 0.0
-0.4 0.4 0.2
0.1 -0.3 0.3
-0.1 0.1 -0.1
0.4 -0.3 0.5
-0.9 1.9 -1.4
0.5 0.0 0.9
1.7 -2.9 -1.2
0.0 -0.1 1.4
-1.1 0.0 0.4
0.1 0.3 0.5
0.2 -0.3 -0.2
-0.3 0.2 0.0
-0.3 0.3 0.0
-0.3 -0.2 0.0
0.6 0.2 -0.4
-0.2 0.5 -0.1
-1.4 -0.9 1.8
0.7 0.7 -1.5
1.9 0.6 1.3
-0.6 0.1 0.4
-0.8 0.4 -1.1
0.0 -0.3 -0.1
-0.1 -0.1 0.1
0.4 0.5 -0.3
-0.1 -0.1 0.1
-0.2 -0.6 -0.2
-0.1 0.3 -0.4
0.4 -0.5 -0.1
1.3 0.1 -0.8
-1.7 -0.3 1.4
0.6 -1.5 -0.1
-0.4 0.6 -0.8
-0.4 0.4 0.0
0.5 0.2 -0.1
-0.6 -0.3 0.7
0.6 0.5 -0.6
-0.2 -0.1 -0.5
0.3 -0.3 0.8
-0.1 0.1 -0.4
0.2 0.6 0.3
2.2 0.5 -1.8
-1.3 -0.8 1.0
-0.8 1.7 0.8
0.5 -0.9 0.1
0.9 -1.0 -0.1
0.0 -0.5 0.2
0.2 0.5 -0.4
-0.5 -0.4 -0.1
-0.4 -0.2 0.2
-0.3 -0.1 0.0
-0.1 1.3 0.3
-0.6 -0.4 -0.2
0.2 -3.7 0.2
-0.4 3.1 -0.5
0.7 0.2 0.8
0.1 0.9 -0.2
0.0 0.4 -0.3
0.0 -0.2 0.2
0.0 0.1 0.3
-0.1 0.1 -0.3
-0.4 0.0 -0.5
0.2 -0.3 0.2
0.0 -0.4 -0.1
-0.2 -0.1 0.0
-1.2 1.0 0.5
0.1 0.5 0.1
-0.2 -0.1 0.2
1.9 -1.5 -0.5
0.5 -0.7 -0.4
0.2 -0.5 -0.1
0.0 0.3 -0.3
-0.4 0.0 0.3
-0.1 0.7 0.1
-0.3 0.2 -0.2
-0.1 -0.3 0.1
-0.1 0.6 0.3
1.2 -0.4 -0.4
-0.5 0.3 0.1
-1.5 -0.6 -0.1
1.6 -0.2 0.2
0.7 -0.4 0.2
-0.1 0.1 0.3
-0.4 0.3 0.0
-0.9 0.1 0.1
-0.2 -0.8 0.1
0.4 0.1 0.1
0.1 0.4 0.0
-0.3 0.7 -0.5
0.6 0.8 -0.9
-0.2 -0.4 -0.1
1.6 0.3 0.6
-1.3 -0.1 0.1
-1.3 -0.3 -0.4
-0.1 -0.1 -0.3
-0.1 -0.3 1.0
-0.3 0.0 -0.1
0.4 0.5 -0.6
-0.1 0.4 1.0
0.0 -0.4 0.1
0.8 -0.3 -0.2
-1.1 0.9 0.6
0.4 -0.3 -0.2
0.7 0.9 0.0
1.0 0.1 -0.4
0.1 -0.1 0.0
0.1 0.1 0.0
-0.6 -0.1 -0.1
-0.1 0.1 0.0
-0.4 -0.2 0.3
-0.4 -0.3 -0.4
0.2 -0.2 0.2
0.1 -0.6 -0.2
3.9 1.0 1.5
-2.6 -0.4 -1.2
0.0 1.6 0.0
-0.9 -2.6 -1.5
0.1 0.1 1.4
0.1 -0.2 0.1
0.1 -0.1 0.0
0.2 0.8 0.8
-0.7 -0.8 -0.8
0.1 0.2 0.3
-0.4 0.5 -0.5
-0.1 -0.1 -0.2
0.5 -3.2 0.7
0.1 3.1 -0.1
-2.3 -0.7 1.4
1.1 0.2 -1.7
0.5 0.7 -1.4
-0.2 0.0 -0.3
-0.5 0.1 0.2
0.3 0.5 0.3
-0.1 -0.6 0.2
0.1 0.1 0.4
0.7 -0.3 0.4
-0.2 -0.1 -0.3
-0.5 -0.9 0.9
-1.3 1.9 -0.6
3.2 -0.4 -1.4
-1.4 -0.1 0.1
-0.2 1.0 1.7
-0.2 -0.2 -0.3
-0.2 -0.2 0.1
0.1 -0.2 0.7
0.7 0.2 -0.2
-0.3 -0.9 -0.5
-0.1 0.3 0.2
0.0 -0.6 -0.4
0.0 0.4 0.1
-0.3 -0.5 0.2
1.1 1.2 -0.8
-0.3 -1.7 0.8
1.0 0.2 0.5
0.4 0.3 -0.2
0.3 -0.1 -0.4
-0.3 -0.1 0.5
0.0 0.2 -0.6
-0.3 -0.1 -0.1
-0.4 0.2 0.2
-1.1 0.1 -0.2
0.3 -0.6 -0.6
-0.6 0.6 0.6
0.0 -0.8 0.5
0.9 1.0 0.0
-0.1 1.1 0.3
-0.1 0.0 -0.1
0.2 0.1 0.4
-0.2 -0.2 -0.4
0.1 -0.7 -0.4
-0.7 -0.3 -0.4
0.0 -0.1 0.4
0.2 -0.3 -0.3

---

# 3
Formula: C4H8O3
Source: the OMol25 dataset
Level of theory: ωB97M-V with the def2-TZVPD basis set

The HOMO energy comes out at -7.7629 eV. Its structure (SMILES) is C=C(OC)OCO. Its relative energy (zero: lowest compared OMol25 entry of this formula, charge and spin) is 90.0 kcal per mole. Its gap between HOMO and LUMO is 8.391 eV. The electronic energy comes out at -382.8213 a.u. Its spin multiplicity is 1.

Each line ends with the Mulliken charge.
Geometry (Å):
C -0.6008 -1.1988 0.8050  -0.97
C 0.2236 -0.5597 -0.0315  0.74
O 1.4579 -1.0779 -0.2488  -0.35
C 2.5294 -0.3453 -0.8055  -0.63
O -0.2049 0.5653 -0.6299  -0.50
C -1.4642 1.2369 0.3242  -0.33
O -2.7186 0.7401 0.5896  -0.46
H -1.6545 -1.1585 0.5839  0.33
H -0.2187 -1.9309 1.4848  0.29
H 2.8865 0.4191 -0.1091  0.28
H 3.3307 -1.0739 -0.9778  0.23
H 2.2481 0.1124 -1.7565  0.27
H -0.9894 1.3652 1.2995  0.43
H -1.4981 2.0444 -0.3740  0.30
H -3.3270 0.8614 -0.1538  0.35

Force components x, y, z for each atom (eV/Å):
0.1 -0.8 0.0
-0.5 -0.3 0.7
-0.4 0.3 -0.1
0.1 0.3 -0.1
-1.5 0.0 1.1
1.0 0.2 -0.8
0.7 -0.4 -0.8
0.1 0.2 0.6
0.1 -0.5 -0.1
0.0 0.0 -0.1
-0.3 0.2 0.1
0.0 0.0 0.1
0.3 -0.1 -0.6
-0.1 0.9 0.1
0.3 0.0 0.0

---

It is found that the maximum force values, taken in the order of the records, are 0.0843; 0.0839; 0.0355 Eh/bohr.